A cluster of 2 separate species, C3H12N2OS in total. Source: the OMol25 dataset; level of theory: wB97M-V/def2-TZVPD.

Computed properties:
- ΔE to the lowest compared entry with this formula, charge and spin: 46.2 kJ/mol
- Electronic energy: -19168.262 eV
- Multiplicity: 1
- SMILES: NC[C@@H](N)CS.O
- LUMO energy: 0.859 eV
- Frontier orbital gap: 9.6 eV

Structure (XYZ):
```
19
Properties=species:S:1:pos:R:3:forces:R:3:nbo_charge:R:1
N -1.4999 -0.3784 -1.7337 -0.6298 -0.3909 0.1941 -0.862
C -0.4111 0.2580 -1.0685 1.1097 0.4428 0.1299 -0.069
C -0.7879 0.8437 0.2904 -0.7318 0.5014 0.0705 -0.498
S -2.1439 2.0724 0.1457 0.4790 0.3538 -0.3302 -0.063
C 0.7554 -0.7230 -0.8656 -0.4001 0.1485 0.6508 -0.223
N 1.0646 -1.4805 -2.0721 0.0693 0.0620 0.1553 -0.837
H -1.9287 0.1591 -2.4676 0.0127 -0.0480 -0.0003 0.376
H -1.2698 -1.3167 -2.0297 0.0685 0.1977 -0.2663 0.386
H -0.0021 1.1206 -1.6257 -0.1992 -0.2013 -0.2546 0.163
H -1.1589 0.1020 0.9882 0.1454 -0.3238 -0.0164 0.219
H 0.0176 1.3966 0.7604 0.3984 -0.1830 -0.0485 0.214
H -3.0223 1.4045 0.8570 -0.5308 -0.3184 0.2521 0.122
H 0.4566 -1.3883 -0.0451 -0.0030 -0.3507 -0.3582 0.184
H 1.5915 -0.1663 -0.4420 0.2555 0.1981 -0.1335 0.173
H 1.4203 -0.8555 -2.7848 -0.0714 0.0898 -0.0979 0.354
H 1.8153 -2.1298 -1.8862 0.0295 -0.1773 0.0569 0.361
H 5.0551 -1.8897 4.9373 -0.0244 -0.2122 0.0779 0.471
H 3.7900 -2.7639 4.6739 0.4027 0.4127 0.0362 0.472
O 4.1914 -1.8940 4.5181 -0.3803 -0.2011 -0.1180 -0.943
```
Forces are in eV/Å.